Entry 1:
C3H4BrNO | the ωB97M-V functional and the def2-TZVPD basis

```
! wB97M-V def2-TZVPD RIJCOSX def2/J DEFGRID3
* xyz 0 3
C -1.563 -2.409 -0.046
C 0.750 0.600 -0.992
C 1.696 -0.290 -1.266
N -1.549 -3.176 0.857
O -1.609 -1.729 -0.944
Br 2.683 -0.944 0.245
H 0.631 0.711 0.073
H 0.119 1.130 -1.635
H 2.226 -0.631 -2.221
H -1.900 -3.261 1.731
*
```

Properties
E_LUMO (spin up / spin down) ... 0.79 / -2.41 eV
⟨S²⟩ ... 2.008
Kohn-Sham gap (spin up / spin down) ... 6.46 / 8.30 eV

Entry 2:
C3H4BrNO2 | the ωB97M-V functional and the def2-TZVPD basis

```
! wB97M-V def2-TZVPD RIJCOSX def2/J DEFGRID3
* xyz 0 1
C -0.824 0.015 -0.047
C -0.697 1.452 0.138
C 0.932 -0.828 0.013
N 0.712 -2.066 -0.580
O -1.665 -0.823 -0.061
O 0.261 -2.959 0.166
Br 2.050 0.347 -1.056
H 0.208 1.610 0.800
H -1.659 1.895 0.239
H -0.324 1.926 -0.772
H 1.008 -0.569 1.162
*
```

Properties
E_LUMO (spin up / spin down) ... -0.56 / -0.56 eV
Kohn-Sham gap (spin up / spin down) ... 8.72 / 8.72 eV

Entry 3:
C3H4BrNO3 | the ωB97M-V functional and the def2-TZVPD basis

```
! wB97M-V def2-TZVPD RIJCOSX def2/J DEFGRID3
* xyz 0 1
C -1.151 0.442 1.080
C -0.732 -0.555 0.018
O -1.428 -1.518 -0.377
C 0.519 -0.436 -0.755
Br -0.290 0.827 -2.424
N 1.711 0.155 -0.128
O 2.424 -0.677 0.356
O 1.790 1.348 -0.112
H -0.734 1.370 0.759
H -0.857 -0.015 1.956
H -2.168 0.433 0.908
H 0.916 -1.374 -1.280
*
```

Properties
E_LUMO ... -1.76 eV
Structure (SMILES) ... CC(=O)[C@@H](Br)[N+](=O)[O-]
Kohn-Sham gap ... 9.00 eV

Entry 4:
C3H4BrNS | the ωB97M-V functional and the def2-TZVPD basis

```
! wB97M-V def2-TZVPD RIJCOSX def2/J DEFGRID3
* xyz 0 1
C -1.558 -0.337 1.989
C 1.147 -0.141 -1.021
C -0.067 0.335 -0.337
N -2.660 -0.462 2.251
S 0.148 -0.117 1.885
Br -0.471 2.110 -0.573
H 1.928 -0.344 -0.304
H 1.582 0.502 -1.849
H 0.870 -1.208 -1.465
H -0.918 -0.337 -0.577
*
```

Properties
E_LUMO ... -0.92 eV
Kohn-Sham gap ... 8.88 eV

Entry 5:
C3H4BrNS | the ωB97M-V functional and the def2-TZVPD basis

```
! wB97M-V def2-TZVPD RIJCOSX def2/J DEFGRID3
* xyz 0 1
S -1.997 2.558 -0.005
N -1.888 1.031 -0.049
C -1.588 -0.107 0.204
Br -1.893 -1.824 0.009
C 0.974 0.273 0.251
C 1.450 -0.918 -0.201
H 0.758 0.956 -0.622
H 0.499 0.634 1.225
H 1.948 -0.769 -1.168
H 1.736 -1.835 0.356
*
```

Properties
E_LUMO (spin up / spin down) ... -0.47 / -0.47 eV
Structure (SMILES) ... [S-][N+]#CBr.C=C
Kohn-Sham gap (spin up / spin down) ... 7.96 / 7.96 eV

Entry 6:
C3H4BrNS | the ωB97M-V functional and the def2-TZVPD basis

```
! wB97M-V def2-TZVPD RIJCOSX def2/J DEFGRID3
* xyz 0 1
C 1.761 0.240 0.090
C -0.551 0.638 0.331
C -0.939 -0.613 -0.379
N 0.806 0.969 0.221
S 0.125 -2.009 0.202
Br 3.623 0.291 -0.078
H -1.200 1.449 0.062
H -0.831 0.291 1.275
H -2.002 -0.854 -0.321
H -0.792 -0.402 -1.404
*
```

Properties
E_LUMO (spin up / spin down) ... -1.06 / -1.46 eV
Kohn-Sham gap (spin up / spin down) ... 7.48 / 6.79 eV

Entry 7:
C3H4BrNS | the ωB97M-V functional and the def2-TZVPD basis

```
! wB97M-V def2-TZVPD RIJCOSX def2/J DEFGRID3
* xyz 0 1
S 0.715 -2.852 -1.138
C 0.454 -1.272 -1.030
C -0.060 -0.612 0.175
N -0.549 0.692 -0.169
C -0.466 1.654 0.621
Br -0.882 3.428 0.322
H 0.760 -0.821 -1.991
H -0.780 -1.212 0.714
H 0.765 -0.539 0.854
H 0.043 1.534 1.642
*
```

Properties
E_LUMO ... -0.27 eV
Structure (SMILES) ... S=CC/N=C/Br
Kohn-Sham gap ... 8.58 eV

Entry 8:
C3H4Cl2 | the ωB97M-V functional and the def2-TZVPD basis

```
! wB97M-V def2-TZVPD RIJCOSX def2/J DEFGRID3
* xyz 0 1
C -0.430 0.977 -0.518
C 0.151 0.083 0.469
C 0.434 -1.196 0.395
Cl 0.901 -1.860 -1.112
Cl 0.483 -2.293 1.835
H -1.454 1.452 -0.157
H -0.705 0.468 -1.494
H 0.389 1.747 -0.833
H 0.230 0.622 1.414
*
```

Properties
E_LUMO ... 0.77 eV
Structure (SMILES) ... CC=C(Cl)Cl
Kohn-Sham gap ... 10.03 eV

no.,maximum force (hartree/bohr),E (eV)
1,0.222,-76750.3229
2,0.083,-78799.0172
3,0.078,-80846.3856
4,0.063,-85541.6661
5,0.109,-85539.4642
6,0.051,-85540.2605
7,0.063,-85541.7552
8,0.069,-28219.3696